No. 1
{"formula": "C29H59N5O13", "method": "the ωB97M-V functional and the def2-TZVPD basis", "e_homo_ha": [-0.0975, -0.1398], "charge": -1, "multiplicity": 2, "orbital_gap_ev": [3.81, 4.98], "s2": 0.772, "energy_ha": -2392.026761, "lumo_energy_ev": [1.16, 1.18], "elements": ["N", "H", "H", "H", "H", "C", "O", "H", "H", "H", "C", "C", "C", "O", "C", "N", "H", "H", "H", "H", "H", "H", "H", "H", "H", "H", "H", "C", "C", "C", "O", "C", "N", "H", "H", "H", "H", "H", "H", "H", "H", "H", "H", "H", "C", "C", "C", "O", "C", "N", "H", "H", "H", "H", "H", "H", "H", "H", "H", "H", "H", "C", "C", "C", "O", "C", "N", "H", "H", "H", "H", "H", "H", "H", "H", "H", "H", "H", "C", "C", "C", "O", "C", "C", "C", "O", "O", "O", "H", "H", "H", "H", "C", "C", "C", "O", "C", "C", "C", "O", "O", "O", "H", "H", "H", "H"], "positions_angstrom": [[-2.316, 0.513, -3.416], [-1.967, 0.585, -4.361], [-1.713, 0.900, -2.705], [-2.632, -0.414, -3.169], [-3.076, 1.164, -3.278], [-0.452, -0.254, -0.624], [-0.938, 1.065, -0.952], [-0.414, -0.458, 0.446], [-1.092, -1.036, -1.033], [0.588, -0.432, -0.896], [1.814, 5.385, 3.485], [1.860, 5.632, 1.947], [2.453, 4.462, 1.148], [1.569, 3.260, 1.190], [2.321, 2.125, 1.453], [0.533, 5.928, 1.581], [1.826, 4.320, 3.719], [0.985, 5.915, 3.954], [2.623, 5.854, 4.046], [2.519, 6.477, 1.749], [3.415, 4.285, 1.630], [2.599, 4.603, 0.077], [2.982, 1.833, 0.637], [1.671, 1.261, 1.587], [2.896, 2.309, 2.360], [0.131, 6.531, 2.284], [0.523, 6.496, 0.746], [3.103, 0.484, -1.723], [4.440, 0.924, -2.192], [4.419, 1.720, -3.552], [5.479, 2.634, -3.770], [5.261, 3.354, -4.987], [5.036, 1.776, -1.228], [3.144, -0.011, -0.752], [2.678, -0.146, -2.505], [2.427, 1.331, -1.602], [5.123, 0.089, -2.353], [3.508, 2.315, -3.619], [4.302, 0.938, -4.302], [6.137, 3.980, -5.156], [4.451, 4.079, -4.902], [5.226, 2.610, -5.784], [4.284, 2.393, -0.957], [5.754, 2.349, -1.649], [-3.884, -0.405, 3.219], [-3.704, 0.853, 2.339], [-4.406, 2.047, 2.879], [-4.163, 3.205, 2.102], [-5.194, 4.220, 2.199], [-2.280, 1.017, 2.050], [-3.517, -0.103, 4.201], [-3.174, -1.168, 2.901], [-4.868, -0.866, 3.306], [-4.241, 0.586, 1.429], [-4.085, 2.202, 3.909], [-5.478, 1.853, 2.912], [-6.141, 3.693, 2.089], [-5.067, 4.772, 1.267], [-5.183, 4.955, 3.004], [-1.684, 0.914, 2.858], [-2.024, 0.202, 1.511], [-4.287, -1.105, -0.803], [-4.322, -1.902, -2.050], [-5.619, -1.519, -2.820], [-5.726, -2.613, -3.736], [-7.035, -2.738, -4.245], [-3.112, -1.999, -2.852], [-3.643, -1.368, 0.036], [-5.168, -0.785, -0.248], [-3.801, -0.180, -1.115], [-4.451, -2.915, -1.668], [-5.666, -0.566, -3.348], [-6.399, -1.595, -2.062], [-7.669, -3.164, -3.467], [-6.959, -3.444, -5.072], [-7.482, -1.847, -4.686], [-3.223, -2.561, -3.684], [-2.549, -2.615, -2.284], [0.847, -3.357, -1.672], [2.226, -3.399, -1.427], [2.853, -4.315, -0.493], [3.965, -4.356, 0.023], [1.884, -5.342, 0.021], [0.557, -5.320, -0.229], [-0.177, -4.326, -0.996], [-1.427, -4.267, -1.017], [-0.286, -6.223, 0.300], [3.125, -2.593, -2.040], [0.392, -2.584, -2.274], [2.306, -6.170, 0.571], [-1.191, -5.929, 0.177], [3.957, -2.638, -1.563], [3.913, -4.009, 4.181], [2.603, -4.297, 4.015], [1.703, -3.368, 3.231], [0.477, -3.506, 3.008], [2.439, -2.283, 2.570], [3.725, -1.977, 2.792], [4.569, -2.873, 3.650], [5.720, -2.578, 3.796], [4.176, -0.824, 2.260], [2.001, -5.424, 4.513], [4.505, -4.692, 4.772], [1.744, -1.632, 2.062], [5.066, -0.619, 2.556], [1.053, -5.290, 4.571]], "forces_ev_per_a": [[-0.911, 2.269, -1.178], [0.202, -0.045, -0.055], [2.532, 0.109, 2.465], [-0.144, -2.129, 0.385], [-0.667, 0.115, -0.420], [-0.735, 2.313, -0.450], [0.159, -1.858, -0.835], [-0.287, 0.088, 0.762], [0.007, -0.542, -0.294], [0.263, -0.123, -0.590], [0.834, 0.104, -0.057], [0.874, -0.529, 0.927], [-1.541, -1.574, 0.451], [0.887, 2.305, 0.238], [0.133, -0.723, 0.192], [-1.723, 0.905, -0.833], [-0.382, 0.084, 0.068], [-0.528, -0.505, -0.280], [0.682, -0.199, -0.397], [0.473, 0.237, 0.044], [0.224, -0.476, -0.146], [0.095, 0.733, 0.022], [0.301, 0.227, -0.024], [-0.282, 0.184, 0.136], [0.342, -0.438, 0.202], [-0.238, -0.063, 0.070], [-0.165, -0.206, -0.467], [-0.759, -0.061, -0.714], [1.680, 1.128, -1.568], [-1.643, -0.755, 0.379], [0.155, -0.255, -0.226], [1.237, -0.267, 0.844], [0.306, 0.667, 1.644], [0.110, -0.319, -0.269], [-0.262, -0.320, 0.428], [-0.065, 0.242, -0.026], [-0.089, -0.380, 0.012], [-0.491, 0.024, 0.271], [0.475, 0.118, -0.754], [0.256, -0.175, 0.071], [-0.614, -0.495, -0.197], [-0.601, 0.371, -0.377], [0.164, 0.516, 0.428], [0.114, 0.066, 0.017], [0.476, 0.504, 0.640], [0.187, -1.928, -0.534], [0.092, 0.910, 0.610], [-0.604, 0.838, 0.527], [0.724, -1.253, -1.698], [-0.550, 0.155, -0.316], [-0.224, -0.232, 0.463], [-0.164, -0.050, -0.275], [-0.203, 0.273, -0.047], [0.445, 0.337, -0.617], [0.107, 0.242, 0.399], [-0.293, -0.184, 0.006], [-0.409, 0.257, 0.453], [-0.004, 0.249, 0.051], [0.294, -0.493, 0.531], [-0.224, 0.310, 0.623], [0.259, 0.220, -0.705], [2.125, 2.851, 1.036], [-2.318, -1.648, 0.342], [1.459, -2.323, 0.369], [-0.759, 1.092, -0.536], [0.391, -0.964, -0.450], [0.410, 0.651, 0.440], [0.429, -0.956, -0.442], [-0.743, -0.457, -0.864], [0.009, 0.766, 0.379], [-0.927, -0.404, -0.436], [0.241, 0.235, 0.072], [-0.354, 0.242, -0.137], [-0.368, 0.122, -0.015], [-0.141, -0.212, 0.083], [0.156, 0.475, 0.329], [-0.787, -0.024, -0.197], [1.132, -0.015, 0.329], [-1.039, -1.542, 1.305], [-0.520, -0.432, 0.250], [-4.406, -2.882, 1.610], [2.313, 1.349, -0.678], [0.647, 0.834, -1.028], [-1.380, 0.482, -0.191], [4.303, 2.432, -1.063], [-0.253, 0.058, -0.413], [0.253, -1.783, 1.150], [-0.381, 1.110, -1.036], [0.293, 0.191, -0.192], [0.045, 0.062, 0.294], [-0.247, 0.507, -0.411], [0.247, -0.321, 0.371], [-1.165, -2.163, 1.107], [-1.224, -0.508, 0.344], [-1.014, 0.271, -1.984], [2.864, -0.369, 1.609], [-1.061, 0.143, 0.667], [-1.387, 0.395, -0.383], [-1.056, 1.451, -1.735], [1.799, 0.197, 0.656], [0.129, -0.396, 0.203], [1.490, 0.839, 0.066], [0.151, -0.069, 0.003], [0.320, 0.254, -0.448], [0.453, -0.294, 0.118], [-0.415, 0.232, -0.501]], "mulliken_charge": [-0.162, 0.396, 0.135, 0.334, 0.436, 1.404, -1.052, -0.207, -0.440, -0.466, -1.269, 0.513, -1.170, -0.161, -0.334, -0.596, 0.216, 0.382, 0.316, 0.348, 0.471, 0.365, -0.135, 0.096, 0.538, 0.191, 0.213, -1.447, 0.531, -0.963, -0.369, -0.758, -0.653, 0.090, 0.439, 0.718, 0.277, 0.407, 0.412, 0.266, 0.300, 0.316, 0.033, 0.371, -1.527, 1.085, -0.902, -0.252, -0.779, -0.272, 0.447, 0.361, 0.353, -0.129, 0.238, 0.359, 0.365, 0.234, 0.253, 0.227, -0.077, -1.766, 0.796, -0.957, -0.309, -0.800, -0.614, 0.356, 0.529, 0.403, 0.263, 0.373, 0.417, 0.302, 0.262, 0.294, 0.273, -0.097, -1.263, 0.704, 0.800, -0.788, -1.025, 0.414, 1.052, -0.849, -0.686, -0.581, 0.257, 0.376, 0.317, 0.286, -0.926, 0.496, 0.615, -0.673, -0.546, 0.487, 0.676, -0.640, -0.408, -0.563, 0.411, 0.412, 0.279, 0.325]}


No. 2
{"formula": "C29H60I2N2O24PS", "method": "the ωB97M-V functional and the def2-TZVPD basis", "e_homo_ha": -0.1672, "charge": -1, "orbital_gap_ev": 6.16, "energy_ha": -4391.246392, "lumo_energy_ev": 1.61, "elements": ["C", "C", "I", "C", "I", "P", "C", "N", "N", "C", "S", "H", "H", "H", "H", "H", "H", "H", "H", "H", "H", "H", "H", "C", "O", "C", "O", "O", "C", "H", "H", "H", "H", "H", "H", "C", "O", "C", "O", "O", "C", "H", "H", "H", "H", "H", "H", "C", "O", "C", "O", "O", "C", "H", "H", "H", "H", "H", "H", "C", "O", "C", "O", "O", "C", "H", "H", "H", "H", "H", "H", "C", "O", "C", "O", "O", "C", "H", "H", "H", "H", "H", "H", "C", "O", "C", "O", "O", "C", "H", "H", "H", "H", "H", "H", "C", "O", "C", "O", "O", "C", "H", "H", "H", "H", "H", "H", "C", "O", "C", "O", "O", "C", "H", "H", "H", "H", "H", "H"], "positions_angstrom": [[-0.284, 3.607, -0.068], [-1.267, 4.779, -0.229], [-0.520, 6.425, 1.011], [-1.565, 5.329, -1.642], [-3.704, 5.593, -1.815], [-0.995, 4.362, -3.240], [-0.268, 3.479, -4.754], [-1.145, 2.451, -5.318], [0.911, 4.816, -2.667], [1.434, 5.792, -3.076], [2.140, 7.121, -3.641], [-0.831, 2.731, 0.284], [0.459, 3.815, 0.695], [0.228, 3.335, -0.978], [-2.188, 4.534, 0.279], [-1.184, 6.337, -1.747], [-0.918, 3.081, -2.535], [-2.323, 4.064, -3.672], [-1.061, 5.627, -3.972], [0.021, 4.197, -5.525], [0.655, 2.983, -4.443], [-1.455, 1.845, -4.562], [-1.995, 2.885, -5.665], [0.657, 0.684, 4.126], [0.585, -0.717, 3.806], [0.024, -0.986, 2.632], [-0.414, -0.181, 1.854], [0.033, -2.313, 2.452], [-0.548, -2.716, 1.206], [1.137, 0.744, 5.097], [1.256, 1.213, 3.388], [-0.340, 1.115, 4.178], [0.009, -2.291, 0.373], [-1.588, -2.399, 1.153], [-0.494, -3.800, 1.168], [-1.805, -0.564, -2.466], [-1.903, -1.946, -2.839], [-2.460, -2.185, -4.019], [-2.888, -1.376, -4.797], [-2.461, -3.513, -4.192], [-3.021, -3.954, -5.429], [-1.337, -0.544, -1.486], [-1.185, -0.011, -3.168], [-2.794, -0.115, -2.396], [-2.456, -3.557, -6.271], [-4.064, -3.654, -5.509], [-2.950, -5.038, -5.419], [-3.241, 0.415, -7.001], [-3.657, 1.135, -8.179], [-3.708, 2.453, -8.005], [-3.455, 3.031, -6.984], [-4.080, 3.024, -9.155], [-4.160, 4.451, -9.085], [-3.243, -0.634, -7.278], [-2.240, 0.716, -6.697], [-3.939, 0.582, -6.184], [-3.190, 4.878, -8.836], [-4.896, 4.759, -8.344], [-4.468, 4.780, -10.073], [-1.254, -6.050, -1.604], [-0.349, -6.073, -0.491], [0.023, -7.284, -0.101], [-0.326, -8.328, -0.593], [0.850, -7.157, 0.936], [1.329, -8.396, 1.466], [-1.460, -5.003, -1.805], [-0.795, -6.505, -2.479], [-2.180, -6.565, -1.355], [1.891, -8.944, 0.711], [0.503, -9.005, 1.828], [1.982, -8.132, 2.292], [7.157, 0.803, 3.553], [6.591, -0.373, 2.968], [5.276, -0.495, 3.156], [4.580, 0.279, 3.761], [4.869, -1.613, 2.563], [3.462, -1.854, 2.686], [8.217, 0.769, 3.322], [6.713, 1.698, 3.122], [7.013, 0.802, 4.632], [2.897, -1.048, 2.223], [3.175, -1.953, 3.730], [3.262, -2.785, 2.164], [3.343, 7.529, 0.059], [4.370, 8.405, 0.566], [4.609, 8.296, 1.861], [4.069, 7.550, 2.638], [5.577, 9.168, 2.184], [5.934, 9.154, 3.564], [3.263, 7.730, -1.004], [3.619, 6.488, 0.211], [2.388, 7.736, 0.536], [6.311, 8.175, 3.855], [5.080, 9.417, 4.186], [6.716, 9.899, 3.678], [-4.787, -12.022, 3.239], [-3.479, -12.208, 2.694], [-3.240, -11.487, 1.594], [-4.021, -10.737, 1.069], [-2.003, -11.744, 1.188], [-1.604, -11.026, 0.007], [-4.837, -12.661, 4.116], [-4.940, -10.985, 3.529], [-5.549, -12.320, 2.522], [-1.637, -9.958, 0.175], [-2.245, -11.295, -0.831], [-0.583, -11.330, -0.199], [-0.696, 1.841, 8.523], [0.023, 2.325, 7.387], [0.779, 3.398, 7.631], [0.888, 3.950, 8.696], [1.385, 3.741, 6.502], [2.243, 4.883, 6.600], [-1.258, 0.980, 8.174], [-0.011, 1.541, 9.313], [-1.380, 2.601, 8.896], [3.046, 4.700, 7.311], [1.680, 5.766, 6.895], [2.657, 5.037, 5.609]], "forces_ev_per_a": [[-0.149, -0.231, 0.294], [0.359, 0.096, -0.178], [-0.177, 0.094, 0.045], [0.101, -0.482, 0.226], [-0.065, 0.219, 0.101], [-1.191, -0.479, -1.379], [0.432, -0.394, 0.226], [-0.019, 0.211, 0.051], [0.146, 0.342, -0.012], [0.071, -0.302, 0.235], [0.129, 0.227, -0.095], [-0.074, -0.068, -0.087], [0.086, 0.041, 0.000], [0.101, 0.159, -0.086], [-0.066, 0.033, 0.086], [0.057, 0.052, -0.151], [0.179, 0.166, 0.233], [0.009, -0.090, 0.126], [0.297, 0.220, 0.440], [-0.197, 0.119, -0.052], [0.059, 0.057, 0.105], [0.032, -0.029, 0.079], [0.143, -0.077, 0.024], [0.088, 0.073, 0.107], [-0.022, -0.012, 0.036], [0.017, -0.006, 0.038], [-0.021, 0.013, -0.027], [0.000, 0.042, -0.028], [-0.054, -0.159, -0.093], [-0.001, -0.052, 0.004], [-0.041, -0.006, -0.049], [-0.010, -0.002, -0.068], [-0.040, 0.038, -0.017], [0.015, 0.072, -0.038], [0.092, 0.003, 0.106], [0.021, 0.265, 0.181], [0.044, -0.004, 0.061], [0.109, -0.080, 0.167], [0.004, -0.052, 0.069], [-0.031, -0.139, -0.072], [-0.029, -0.049, -0.049], [0.014, -0.099, 0.002], [-0.063, -0.032, -0.093], [-0.006, 0.025, -0.126], [-0.031, 0.059, -0.003], [0.015, 0.065, -0.027], [0.026, -0.001, 0.046], [0.062, -0.190, 0.000], [-0.031, 0.170, -0.026], [0.118, -0.425, -0.093], [-0.327, 0.327, -0.089], [-0.027, 0.059, 0.022], [-0.024, 0.075, -0.097], [-0.077, 0.044, -0.054], [-0.034, 0.089, -0.003], [0.008, 0.028, -0.031], [-0.005, -0.008, 0.067], [0.041, -0.004, 0.054], [-0.002, -0.055, -0.022], [-0.115, 0.178, -0.112], [-0.024, 0.067, -0.004], [0.014, -0.011, 0.007], [0.079, 0.120, -0.053], [0.011, 0.012, 0.019], [0.070, -0.027, 0.088], [0.060, 0.025, 0.041], [0.005, -0.075, 0.032], [0.041, -0.084, 0.006], [-0.049, -0.023, -0.029], [-0.016, -0.020, -0.052], [-0.008, 0.058, -0.006], [0.110, 0.050, -0.010], [0.026, -0.013, 0.010], [0.003, 0.012, -0.033], [-0.010, 0.004, 0.033], [-0.004, -0.024, 0.007], [-0.153, -0.125, -0.061], [-0.004, -0.051, -0.032], [-0.052, 0.000, 0.036], [-0.060, 0.022, -0.002], [0.014, 0.052, 0.057], [-0.016, 0.093, 0.012], [0.105, -0.011, -0.031], [-0.125, -0.055, -0.231], [0.003, -0.008, 0.001], [-0.021, -0.001, -0.060], [0.010, -0.012, 0.039], [0.027, 0.019, 0.024], [0.070, 0.065, 0.030], [0.074, 0.059, 0.010], [-0.005, 0.008, 0.109], [0.042, -0.026, 0.110], [-0.057, -0.025, 0.019], [-0.022, -0.061, 0.009], [0.001, 0.014, -0.052], [-0.047, -0.048, 0.096], [0.000, -0.011, 0.016], [0.004, -0.004, 0.019], [-0.019, 0.008, -0.017], [0.063, -0.042, -0.034], [-0.010, -0.100, -0.033], [0.055, -0.020, -0.006], [-0.016, 0.021, -0.059], [-0.001, 0.056, -0.032], [-0.077, 0.005, -0.005], [-0.048, 0.034, 0.018], [0.012, -0.034, 0.078], [-0.077, -0.089, 0.009], [-0.004, -0.026, -0.003], [0.002, 0.003, -0.007], [0.000, 0.003, 0.022], [0.031, -0.006, -0.072], [0.121, 0.128, -0.117], [0.020, 0.004, -0.055], [0.009, 0.058, 0.023], [0.042, 0.032, 0.033], [-0.052, -0.010, 0.065], [-0.038, -0.042, 0.080], [-0.054, -0.083, -0.041]], "mulliken_charge": [-1.099, -0.174, -0.045, -1.182, -0.061, 1.270, -1.161, -0.287, -0.574, 0.334, -0.518, 0.175, 0.416, 0.314, 0.601, 0.747, -0.467, -0.274, -0.016, 0.358, 0.366, 0.093, 0.391, -0.622, -0.309, 0.818, -0.557, -0.371, -0.541, 0.199, 0.310, 0.300, 0.280, 0.348, 0.134, -0.556, -0.264, 0.723, -0.546, -0.236, -0.669, 0.121, 0.245, 0.345, 0.305, 0.305, 0.186, -0.523, -0.356, 0.803, -0.645, -0.361, -0.633, 0.185, 0.337, 0.284, 0.305, 0.286, 0.211, -0.588, -0.197, 0.743, -0.611, -0.280, -0.607, 0.101, 0.288, 0.362, 0.299, 0.259, 0.209, -0.620, -0.343, 0.780, -0.536, -0.351, -0.510, 0.209, 0.299, 0.286, 0.194, 0.326, 0.264, -0.264, -0.343, 0.784, -0.534, -0.331, -0.617, 0.024, 0.289, 0.167, 0.278, 0.285, 0.207, -0.629, -0.326, 0.789, -0.545, -0.335, -0.520, 0.213, 0.294, 0.290, 0.251, 0.331, 0.214, -0.675, -0.206, 0.697, -0.565, -0.201, -0.670, 0.208, 0.304, 0.293, 0.292, 0.292, 0.241]}